Record 1
Molecular formula: C9H14O
Method: DFT, ωB97M-V/def2-TZVPD

Element x y z (Å)
1 C -3.4668 1.3948 -0.8749
2 C -3.4123 2.6309 -1.7961
3 H -3.7772 0.5216 -1.5203
4 H -2.6278 1.2011 -0.1266
5 H -4.3586 1.5133 -0.2183
6 H -3.7531 2.3123 -2.9014
7 H -2.5561 3.2919 -1.7913
8 H -4.1745 3.3508 -1.5185
9 C 2.7983 -2.5932 -0.4592
10 C 1.6145 0.6059 1.0227
11 C 0.1972 0.3382 0.7246
12 C 2.4780 -0.4119 0.6480
13 C 1.8715 -1.5357 0.0787
14 C -0.3987 -0.8537 0.3661
15 C 0.5075 -1.8815 0.0205
16 O -0.5091 1.4765 1.0722
17 H 2.0453 1.4321 1.6484
18 H 3.6142 -0.2809 0.6029
19 H -1.5098 -0.9071 0.4274
20 H -1.3972 1.3095 0.9776
21 H 3.6423 -2.9384 0.1456
22 H 3.1986 -2.2783 -1.4913
23 H 0.2156 -2.8864 -0.3587
24 H 2.3756 -3.6159 -0.8348

Values from the calculation:
energy	-11605.402	eV
HOMO	-8.13	eV
spin multiplicity	1
relative energy (zero: lowest compared OMol25 entry of this formula, charge and spin)	215.6	kJ/mol
E_LUMO	0.96	eV
Kohn-Sham gap	9.0843	eV

Record 2
Molecular formula: C9H14O
Method: DFT, ωB97M-V/def2-TZVPD

Element x y z (Å)
1 C 1.0458 -2.0202 -3.9856
2 C 0.3328 -0.6693 -4.0718
3 H 2.0729 -1.8799 -4.3193
4 H 1.0071 -2.4657 -2.9948
5 H 0.5501 -2.7112 -4.6710
6 H 0.8213 0.0561 -3.4152
7 H -0.6937 -0.7019 -3.6970
8 H 0.2923 -0.2714 -5.0834
9 C 0.2935 3.0459 1.7319
10 C -0.9020 -1.0539 2.1470
11 C -1.4959 -0.0889 2.9269
12 C 0.1688 -0.7414 1.3065
13 C -1.1080 1.2410 2.8394
14 C 0.4084 0.6194 1.1231
15 C -0.1257 1.6248 1.9319
16 O -1.3687 -2.3521 2.2501
17 H -0.7134 -2.9612 2.5919
18 H -2.2343 -0.3745 3.6652
19 H 0.7958 -1.5034 0.8677
20 H -1.4947 1.9788 3.5330
21 H 1.1002 0.9045 0.3343
22 H 1.3223 3.1332 1.3768
23 H 0.2415 3.6473 2.6401
24 H -0.3164 3.5439 0.9724

Values from the calculation:
energy	-11607.170	eV
HOMO	-8.68	eV
spin multiplicity	1
relative energy (zero: lowest compared OMol25 entry of this formula, charge and spin)	45.0	kJ/mol
E_LUMO	0.83	eV
Kohn-Sham gap	9.5074	eV

Record 3
Molecular formula: C9H14O
Method: DFT, ωB97M-V/def2-TZVPD

Element x y z (Å)
1 C -3.5308 -1.2523 0.2209
2 C -0.3367 1.2241 1.6585
3 C -1.6493 1.5991 1.8583
4 C -0.0303 0.0203 1.0404
5 C -2.6743 0.8127 1.3285
6 C -1.0618 -0.7726 0.5615
7 C -2.3986 -0.4353 0.7821
8 O 0.7160 1.9524 2.1449
9 H 0.4800 2.3934 2.9750
10 H -1.9299 2.4805 2.4130
11 H 0.9911 -0.2573 0.8511
12 H -3.7108 1.1358 1.3577
13 H -0.8455 -1.6810 0.0097
14 H -4.3385 -0.6118 -0.1179
15 H -3.9249 -2.0279 0.8916
16 H -3.2019 -1.8400 -0.6382
17 C 3.1955 -0.6658 -2.8136
18 C 3.6889 -0.0433 -1.4969
19 H 2.1135 -0.6215 -2.9466
20 H 3.5973 -0.1663 -3.6973
21 H 3.4738 -1.7118 -2.8664
22 H 4.0799 -0.7923 -0.8192
23 H 2.8821 0.5164 -1.0317
24 H 4.4153 0.7444 -1.6655

Values from the calculation:
energy	-11607.203	eV
HOMO	-8.50	eV
spin multiplicity	1
relative energy (zero: lowest compared OMol25 entry of this formula, charge and spin)	41.8	kJ/mol
E_LUMO	0.88	eV
Kohn-Sham gap	9.3830	eV

Record 4
Molecular formula: C9H14O
Method: DFT, ωB97M-V/def2-TZVPD

Element x y z (Å)
1 C -1.5926 -0.1576 -1.8616
2 C -2.7907 0.7419 -1.4924
3 O -0.9560 0.4741 -3.0052
4 H -0.6989 0.0430 -1.2512
5 H -1.5351 -1.1353 -2.3099
6 H -2.7161 1.5263 -2.1797
7 H -1.4296 0.1614 -3.8771
8 H -2.6221 1.0480 -0.4458
9 H -3.7397 0.3015 -1.5631
10 C 0.0038 1.9336 1.1756
11 C 1.0495 -1.3291 2.2297
12 C 0.5682 -0.0612 2.3165
13 C 1.6652 -1.8261 1.0934
14 C 0.6297 0.5988 1.0936
15 C 1.7003 -1.1967 -0.0768
16 C 1.1738 0.1142 -0.0755
17 H 0.7858 -2.0733 3.0901
18 H 0.2173 0.3629 3.2373
19 H 2.0441 -2.8658 1.2217
20 H 2.2349 -1.8380 -0.9219
21 H -0.5210 2.3749 0.1914
22 H 0.7572 2.7703 1.3468
23 H 1.0110 0.6531 -1.0311
24 H -0.5845 1.9703 2.1183

Values from the calculation:
energy	-11604.756	eV
HOMO	-8.90	eV
spin multiplicity	1
relative energy (zero: lowest compared OMol25 entry of this formula, charge and spin)	277.9	kJ/mol
E_LUMO	0.93	eV
Kohn-Sham gap	9.8360	eV

Record 5
Molecular formula: C9H14O
Method: DFT, ωB97M-V/def2-TZVPD

Element x y z (Å)
1 C 1.6662 -2.3100 -2.3184
2 C -1.3054 -0.0078 -2.4859
3 C -0.2581 -0.8311 -2.8510
4 C -1.4634 0.3398 -1.1523
5 C 0.6627 -1.2841 -1.9063
6 C -0.5403 -0.0689 -0.2128
7 C 0.4911 -0.9246 -0.5786
8 O -2.4940 1.1399 -0.7341
9 H -1.9877 0.3292 -3.2428
10 H -0.1450 -1.1995 -3.8597
11 H -3.0275 1.3819 -1.5166
12 H -0.6665 0.2894 0.8025
13 H 2.3742 -2.5346 -1.5186
14 H 2.2910 -2.0854 -3.1892
15 H 1.1800 -1.4163 0.0934
16 H 1.2181 -3.2907 -2.5709
17 C 0.9991 1.4154 3.5206
18 C -0.4764 1.7102 3.3067
19 H 1.3372 0.7810 2.6929
20 H 1.5961 2.3208 3.4689
21 H 1.1802 0.8036 4.4187
22 H -0.6303 2.3810 2.4610
23 H -0.9030 2.2409 4.1637
24 H -1.0986 0.8198 3.2087

Values from the calculation:
energy	-11607.355	eV
HOMO	-8.39	eV
spin multiplicity	1
relative energy (zero: lowest compared OMol25 entry of this formula, charge and spin)	27.2	kJ/mol
E_LUMO	0.88	eV
Kohn-Sham gap	9.2683	eV

Record 6
Molecular formula: C9H14O
Method: DFT, ωB97M-V/def2-TZVPD

Element x y z (Å)
1 C 2.5253 1.3650 1.8550
2 C -0.3200 -1.5270 0.5051
3 C 0.9929 -1.6603 0.1087
4 C -0.6710 -0.5855 1.4838
5 C 1.9364 -0.7468 0.5892
6 C 0.2820 0.2780 1.9728
7 C 1.6063 0.2450 1.4846
8 O -1.3578 -2.3704 0.1718
9 H 1.2868 -2.5176 -0.4827
10 H -1.1188 -2.9137 -0.5818
11 H -1.7091 -0.4890 1.7678
12 H 2.9653 -0.8426 0.2622
13 H 0.0349 1.0506 2.6874
14 H 3.5347 1.2157 1.5470
15 H 2.4785 1.6114 2.9111
16 H 2.2214 2.3088 1.3979
17 C -1.9714 -0.0485 -2.4370
18 C -1.7099 1.4097 -1.9558
19 H -1.1931 -0.3329 -3.1419
20 H -1.9944 -0.6778 -1.5568
21 H -2.9052 -0.0812 -2.9982
22 H -0.6540 1.6575 -2.0396
23 H -2.2038 2.1188 -2.6164
24 H -2.0559 1.5327 -0.9343

Values from the calculation:
energy	-11607.303	eV
HOMO	-8.41	eV
spin multiplicity	1
relative energy (zero: lowest compared OMol25 entry of this formula, charge and spin)	32.2	kJ/mol
E_LUMO	0.91	eV
Kohn-Sham gap	9.3176	eV